[1]
Density functional theory data (wB97M-V/def2-TZVPD) for C33H28CoN5O3PS2 as an isolated structure.

Each line ends with the Mulliken charge.
Geometry (Å):
Co1 0.48448 1.31403 0.75488  -0.57
S1 0.43393 -1.01741 6.11325  -0.11
C1 0.13161 -2.01387 7.46371  -0.39
C2 -0.72997 -3.02235 7.16529  -0.55
C3 -1.15797 -2.98008 5.81236  -0.52
C4 -0.61384 -1.94251 5.11082  0.40
C5 -0.84366 -1.59501 3.70437  0.91
C6 -0.13050 -0.54742 3.09632  -0.95
N1 -0.31277 -0.17339 1.84228  0.42
C7 -1.21838 -0.82774 1.08009  0.08
C8 -1.96707 -1.89030 1.58142  0.44
C9 -2.92012 -2.54353 0.71799  -1.18
C10 -3.10665 -2.12638 -0.54868  -1.20
C11 -2.35717 -1.01500 -1.08209  0.38
C12 -2.53888 -0.51893 -2.37918  -0.59
C13 -1.81529 0.56583 -2.83572  0.79
C14 -0.89190 1.13217 -1.93849  -0.98
N2 -0.69238 0.66984 -0.71629  0.65
C15 -1.41625 -0.38390 -0.27327  0.04
C16 -1.97301 1.12413 -4.18412  0.32
C17 -1.36028 2.22349 -4.72225  -0.37
C18 -1.75614 2.47895 -6.06042  -0.63
C19 -2.65940 1.56474 -6.50854  -0.35
S2 -3.02043 0.39256 -5.32883  -0.17
C20 -1.76340 -2.25939 2.91654  -0.54
H1 0.60949 -1.80420 8.40754  0.45
H2 -1.04767 -3.76683 7.87989  0.42
H3 -1.84269 -3.70189 5.38858  0.38
H4 0.61897 -0.00279 3.65836  0.46
H5 -3.48898 -3.37658 1.11128  0.49
H6 -3.82731 -2.61887 -1.18901  0.50
H7 -3.27050 -0.99671 -3.02124  0.52
H8 -0.29865 1.98824 -2.23547  0.35
H9 -0.66136 2.85449 -4.18918  0.40
H10 -1.39377 3.30267 -6.65704  0.41
H11 -3.13058 1.51673 -7.47763  0.46
H12 -2.34716 -3.07317 3.32813  0.44
C21 -0.90666 2.71896 3.98729  -0.70
O1 -1.01350 3.50078 2.77178  -0.49
P1 -1.09077 2.82744 1.34931  1.45
O2 -1.11182 4.08535 0.40795  -0.35
C22 -0.14197 5.16208 0.50623  -0.73
O3 -2.49699 2.16099 1.16407  -0.17
C23 -3.73606 2.91856 1.30891  -0.76
H13 -1.12390 3.39608 4.80563  0.38
H14 0.10747 2.33689 4.09428  0.22
H15 -1.62908 1.90317 3.98150  0.32
H16 -0.39420 5.86648 -0.27775  0.26
H17 0.86651 4.77904 0.34775  0.34
H18 -0.22136 5.63471 1.48127  0.30
H19 -4.52754 2.18520 1.41313  0.26
H20 -3.88980 3.52185 0.41875  0.29
H21 -3.69208 3.55173 2.19258  0.31
N3 5.85116 -4.07498 -6.54633  -0.41
C24 5.42959 -3.54407 -5.61981  -0.05
C25 4.89947 -2.87890 -4.45422  0.41
C26 3.60904 -2.35689 -4.48327  -0.98
C27 3.09584 -1.71992 -3.36852  -0.44
C28 3.88358 -1.59734 -2.23477  1.28
C29 5.16715 -2.11214 -2.19202  -0.47
C30 5.67404 -2.75965 -3.30614  -0.93
N4 3.36087 -0.91816 -1.07512  0.23
C31 3.73266 -1.13285 0.24205  -0.20
C32 2.98421 -0.29405 0.98863  -0.98
N5 2.16938 0.46170 0.15340  -0.01
C33 2.41488 0.02164 -1.07669  -0.42
H22 3.00581 -2.46500 -5.37393  0.45
H23 2.07723 -1.35497 -3.39086  0.49
H24 5.79210 -1.99551 -1.31785  0.40
H25 6.67608 -3.16521 -3.28728  0.47
H26 4.47131 -1.86010 0.52560  0.45
H27 3.00307 -0.15314 2.05613  0.50
H28 1.97996 0.42058 -1.97728  0.70

Output
M: 696.7 g mol⁻¹
Expectation value of S²: 0.78
Energy above the lowest of the compared OMol25 structures with the same formula, charge and spin: 0.000 eV
2S+1: 2
Total charge: +2
Gap between HOMO and LUMO (alpha / beta): 6.0 / 6.7 eV


[2]
Density functional theory data (wB97M-V/def2-TZVPD) for a 9-piece molecular cluster, C44H94F15N4O18 overall in a non-equilibrium geometry.

Each line ends with the Mulliken charge.
Geometry (Å):
C1 0.91183 1.24793 -0.25060  -0.16
O1 -0.39085 0.74049 -0.50546  0.41
O2 0.77226 2.46215 0.32801  -0.98
C2 1.56988 0.21536 0.66454  0.75
F1 1.09946 0.22605 1.91209  -0.10
F2 1.41352 -1.06707 0.23685  -0.29
F3 2.89665 0.44677 0.67793  -0.25
C3 -0.94724 0.75548 -1.80858  -0.03
C4 -2.43433 0.53526 -1.57570  -1.05
H1 -2.85279 1.49236 -1.25381  0.51
H2 -2.99043 0.31981 -2.48951  0.26
H3 -2.59931 -0.27490 -0.87208  -0.24
H4 -0.50357 -0.14772 -2.25727  0.08
H5 -0.75423 1.63774 -2.41964  0.04
H6 1.51229 1.45631 -1.15000  -0.69
C5 7.35782 3.76052 -0.73757  1.03
O3 7.10416 2.78328 0.32269  -0.37
O4 7.99657 4.74018 -0.20444  -0.91
C6 8.00367 3.02619 -1.94175  0.58
F4 8.69861 3.83078 -2.77683  -0.32
F5 8.85093 2.03931 -1.60073  -0.27
F6 7.02472 2.48108 -2.75534  -0.26
C7 6.36990 1.58896 0.11333  0.95
C8 6.54082 0.76898 1.37148  -1.60
H7 5.91529 -0.12080 1.41085  0.36
H8 7.61235 0.60226 1.51350  0.41
H9 6.34354 1.35454 2.27574  0.32
H10 6.76163 1.00819 -0.72764  0.29
H11 5.30230 1.79882 -0.05776  -0.47
H12 6.33687 4.05854 -1.07325  -0.77
C9 -3.40005 -3.67150 -2.56557  0.39
O5 -3.12477 -3.39759 -3.97267  -0.40
O6 -4.06740 -4.78654 -2.46441  -0.92
C10 -2.07449 -3.71705 -1.80218  0.47
F7 -1.29142 -2.62241 -1.96269  -0.04
F8 -2.29733 -3.80806 -0.46839  -0.28
F9 -1.28686 -4.77635 -2.12211  -0.39
C11 -3.15539 -2.06475 -4.42305  1.11
C12 -3.08915 -2.12204 -5.94130  -1.52
H13 -2.96116 -1.09913 -6.33531  0.41
H14 -2.32638 -2.71724 -6.43677  0.22
H15 -4.03989 -2.44843 -6.37294  0.53
H16 -2.21227 -1.58755 -4.10801  -0.46
H17 -4.00543 -1.45695 -4.10240  0.39
H18 -4.00405 -2.87608 -2.07442  -0.17
C13 -7.20147 2.10114 0.52193  -0.32
O7 -7.42740 1.38092 -0.70991  -0.27
O8 -8.22647 2.08224 1.32332  -0.88
C14 -5.80354 1.66874 1.01283  0.83
F10 -4.82839 1.69158 0.05990  -0.16
F11 -5.35449 2.59048 1.91929  -0.27
F12 -5.77883 0.43345 1.55788  -0.27
C15 -7.89794 0.01963 -0.61938  -0.21
C16 -7.33631 -0.67155 -1.83942  -0.85
H19 -6.24224 -0.64124 -1.82323  -0.02
H20 -7.59606 -1.73557 -1.78647  0.40
H21 -7.64025 -0.27020 -2.80618  0.33
H22 -8.97615 0.15400 -0.68775  0.27
H23 -7.49891 -0.47699 0.26138  0.23
H24 -7.00753 3.12977 0.13654  0.17
C17 2.30957 0.73884 8.31120  -0.06
O9 2.84299 0.28472 7.00719  -0.38
O10 2.18836 -0.32302 9.04736  -0.87
C18 3.33003 1.77788 8.84997  0.86
F13 2.65170 2.62376 9.70393  -0.33
F14 4.33695 1.28647 9.57514  -0.28
F15 3.87996 2.61877 7.93146  -0.30
C19 2.61399 1.09154 5.89042  0.07
C20 2.80037 0.30856 4.59034  -0.74
H25 3.86202 0.05552 4.53596  0.38
H26 2.25521 -0.63719 4.56329  0.18
H27 2.43929 0.92457 3.77012  0.04
H28 3.22549 1.99581 5.83695  0.26
H29 1.55651 1.41126 5.87780  0.04
H30 1.33546 1.22037 8.09115  0.11
C21 0.23665 -11.08947 4.15539  -0.70
O11 0.25472 -9.78682 4.70305  -0.37
C22 1.27038 -8.98216 4.18274  -0.57
C23 0.87120 -8.40355 2.82367  -0.61
N1 -0.49305 -7.79034 2.97987  -0.04
H31 -1.14085 -8.55107 3.19683  0.44
H32 -0.64077 -7.14591 3.76235  0.35
C24 -1.06641 -7.10125 1.74136  -0.91
C25 -0.64491 -5.65771 1.75689  0.27
O12 0.75686 -5.62200 1.63704  -0.32
C26 1.26577 -4.37673 1.13639  -0.68
H33 1.20535 -11.58846 4.31236  0.32
H34 0.16132 -11.14388 3.06092  0.29
H35 -0.52407 -11.67614 4.65803  0.27
H36 2.23936 -9.47478 4.03337  0.38
H37 1.52357 -8.15622 4.84926  0.42
H38 0.77341 -9.16537 2.05570  0.33
H39 1.51643 -7.59076 2.50102  0.35
H40 -2.13407 -7.29776 1.80278  0.38
H41 -0.63272 -7.66462 0.91703  0.33
H42 -0.93936 -5.19609 2.70870  0.25
H43 -1.11941 -5.11615 0.94123  0.02
H44 0.92442 -3.50581 1.69747  0.17
H45 0.96851 -4.25746 0.09249  0.29
H46 2.34032 -4.49842 1.23440  0.34
C27 1.18378 7.47117 1.66943  -0.88
O13 0.44937 6.33176 1.27020  -0.18
C28 0.24095 6.20886 -0.11582  -0.60
C29 1.53109 5.96303 -0.87364  -0.58
N2 2.32437 4.88012 -0.19710  1.06
H47 2.42039 5.20024 0.76628  0.51
H48 1.79260 3.98976 -0.18077  -0.50
C30 3.69300 4.57492 -0.76014  -0.77
C31 3.62723 3.49642 -1.83920  -0.62
O14 2.50026 3.86126 -2.63429  -0.34
C32 2.42458 3.06049 -3.79133  -0.60
H49 2.05654 7.68974 1.04302  0.37
H50 1.58466 7.25205 2.65841  0.28
H51 0.55294 8.36450 1.69716  0.30
H52 -0.17029 7.16828 -0.46614  0.43
H53 -0.53684 5.49403 -0.37364  0.30
H54 2.19544 6.82060 -0.95023  0.48
H55 1.40249 5.57746 -1.88119  0.26
H56 4.19367 4.16227 0.11594  0.55
H57 4.15270 5.50101 -1.09106  0.25
H58 3.55401 2.49087 -1.40741  0.02
H59 4.56371 3.52930 -2.40465  0.93
H60 1.93381 2.11245 -3.52019  0.17
H61 3.36943 2.81406 -4.28199  0.34
H62 1.78539 3.53456 -4.54128  0.30
C33 0.66903 -3.09837 -4.58746  -0.52
O15 -0.04396 -2.33716 -5.54712  -0.02
C34 0.80761 -1.86458 -6.56011  -0.60
C35 0.04233 -0.99335 -7.50568  -0.84
N3 -0.68532 0.16892 -6.87687  0.29
H63 -1.06113 0.73221 -7.64411  0.41
H64 -1.55287 -0.18269 -6.44530  -0.41
C36 0.03913 1.07997 -5.93172  -0.44
C37 -0.89113 2.22957 -5.60199  -0.70
O16 -2.13187 1.65724 -5.26961  -0.12
C38 -3.20780 2.58159 -5.23284  -1.02
H65 1.17198 -4.01767 -4.91787  0.32
H66 -0.04903 -3.54867 -3.89893  -0.18
H67 1.34004 -2.41524 -4.05681  0.38
H68 1.13569 -2.71883 -7.16642  0.47
H69 1.70427 -1.36250 -6.17703  0.39
H70 -0.74538 -1.48964 -8.06920  0.47
H71 0.73416 -0.55107 -8.22439  0.40
H72 0.99066 1.38585 -6.35233  0.34
H73 0.10991 0.46369 -5.03536  0.30
H74 -1.04220 3.02838 -6.33632  0.60
H75 -0.43105 2.69675 -4.72387  0.22
H76 -3.02183 3.42367 -4.56063  0.35
H77 -4.06021 2.00214 -4.88288  0.30
H78 -3.45446 2.97273 -6.22784  0.35
C39 -0.08285 4.30894 3.83665  -0.62
O17 -1.18636 3.44767 4.04546  -0.37
C40 -2.28411 3.74391 3.19726  -0.88
C41 -2.04874 3.03581 1.88000  0.16
N4 -1.71564 1.60865 2.09216  1.68
H79 -1.28691 1.33782 1.20311  -1.08
H80 -1.02326 1.49911 2.84051  0.50
C42 -2.85711 0.69525 2.43374  0.20
C43 -2.33513 -0.72787 2.45979  -0.56
O18 -1.40408 -0.88227 3.50366  -0.21
C44 -1.35530 -2.21111 3.94913  -0.68
H81 0.69207 4.10256 4.57541  0.39
H82 -0.39849 5.33318 4.07951  0.34
H83 0.35226 4.25799 2.83682  0.10
H84 -2.47093 4.81343 3.06895  0.51
H85 -3.18384 3.36308 3.68466  0.29
H86 -1.20663 3.42229 1.29826  -0.14
H87 -2.86442 3.14665 1.16185  0.32
H88 -3.55678 0.78060 1.61735  -0.82
H89 -3.21198 0.99848 3.41291  0.71
H90 -1.96500 -1.06445 1.48538  0.01
H91 -3.26048 -1.28475 2.66502  0.67
H92 -0.70201 -2.25605 4.82355  0.46
H93 -0.87997 -2.88650 3.22771  -0.09
H94 -2.32702 -2.58512 4.28332  0.40

Output
M: 1252.2 g mol⁻¹
Energy above the lowest of the compared OMol25 structures with the same formula, charge and spin: 2.143 eV
Total charge: -1
Gap between HOMO and LUMO: 3.5 eV


[3]
Density functional theory data (wB97M-V/def2-TZVPD) for one molecule with the formula C16H16Cl2N2O4S2.

Each line ends with the Mulliken charge.
Geometry (Å):
O1 -0.21083 3.59182 1.87059  -0.65
C1 -0.04451 2.63600 1.15665  0.05
N1 -0.47252 1.39338 1.38520  -0.34
C2 -0.02782 0.23297 1.18631  0.34
N2 -0.81977 -0.82657 0.85274  0.45
C3 -2.12125 -0.61348 0.34975  -0.43
C4 -3.19083 -1.35891 0.84557  0.66
C5 -4.47539 -1.16500 0.36773  -0.78
C6 -4.69546 -0.20244 -0.60598  0.47
C7 -3.64599 0.55633 -1.10505  -1.18
C8 -2.36716 0.34337 -0.62915  0.22
H1 -1.53866 0.91941 -1.00940  0.46
H2 -3.83100 1.30184 -1.86127  0.45
Cl1 -6.29222 0.04740 -1.19431  -0.21
H3 -5.29467 -1.74680 0.75863  0.44
Cl2 -2.92939 -2.52798 2.08706  -0.21
C9 -0.10492 -2.04306 0.52464  -0.71
C10 0.42361 -2.00385 -0.90803  -0.76
H4 -0.15403 -2.60602 -1.60024  0.47
H5 0.51241 -0.98214 -1.27146  0.15
S1 2.11584 -2.69943 -0.83598  1.14
O2 3.07205 -1.70005 -1.21202  -0.63
O3 2.15989 -3.95550 -1.52447  -0.71
C11 2.16801 -2.98357 0.97156  -1.03
C12 1.07882 -2.09215 1.49920  -0.15
H6 0.74643 -2.39094 2.49788  0.55
S2 1.60692 -0.33595 1.61271  -0.16
H7 3.15374 -2.72257 1.34313  0.51
H8 1.95924 -4.03717 1.13718  0.42
H9 -0.76220 -2.90394 0.67807  0.67
C13 0.56248 2.80216 -0.26920  0.43
C14 1.87158 3.59705 -0.20028  -0.96
H10 1.91959 4.18682 0.71249  0.40
C15 2.91894 2.48955 -0.27671  -0.41
H11 3.87641 2.82930 -0.66173  0.47
C16 2.23436 1.50259 -1.21426  -0.24
H12 2.58728 0.47555 -1.11136  0.07
H13 2.35115 1.81801 -2.25979  0.38
O4 0.84721 1.55269 -0.87608  -0.33
H14 3.06486 2.03371 0.70375  0.10
H15 1.95485 4.26351 -1.05964  0.30
H16 -0.20707 3.32409 -0.85438  0.28

Output
M: 435.4 g mol⁻¹
Energy above the lowest of the compared OMol25 structures with the same formula, charge and spin: 0.000 eV
SMILES: O=C(/N=C1\S[C@@H]2CS(=O)(=O)C[C@@H]2N1c1ccc(Cl)cc1Cl)[C@H]1CCCO1
Gap between HOMO and LUMO: 9.4 eV


[4]
Density functional theory data (wB97M-V/def2-TZVPD) for an isolated ion of composition C5H4N and charge +1 in a non-equilibrium geometry.

Each line ends with the Mulliken charge.
Geometry (Å):
C1 -1.98507 0.72981 -0.10317  -0.21
C2 -1.58096 -0.25898 -0.98665  0.67
C3 -0.99228 1.01713 0.69345  0.19
C4 0.39398 0.46285 0.78399  -0.36
C5 0.58195 -0.68860 -0.39864  -0.39
N1 -0.62262 -0.92211 -1.19796  -0.21
H1 1.17859 1.27590 0.40786  0.29
H2 0.75219 0.15649 1.79214  0.38
H3 1.34531 -0.13500 -0.97168  0.30
H4 0.92891 -1.63749 -0.01935  0.34

Output
M: 78.1 g mol⁻¹
Energy above the lowest of the compared OMol25 structures with the same formula, charge and spin: 2.979 eV
SMILES: C1#CCC[N+]#C1
Total charge: +1
Gap between HOMO and LUMO: 8.6 eV


Q: Which value of M does entry 1 give?
A: 696.7 g mol⁻¹


Q: Among the records above, which one has the highest energy above the lowest of the compared OMol25 structures with the same formula, charge and spin?
A: C5H4N